Here is C35H42AsCl3GeN2O3PtSe2 as an isolated structure from OMol25. Energies are from wB97M-V/def2-TZVPD.

Values from the calculation:
HOMO level (alpha / beta): -15.06 / -15.86 eV
2S+1: 2
⟨S²⟩: 0.76
M: 1145.621 g mol⁻¹
charge: +3
gap between HOMO and LUMO (alpha / beta): 6.8 / 7.2 eV
calculated total energy: -12308.7570 Ha

Each line ends with the Mulliken charge.
Positions of all 90 atoms, in Å:
Pt: -1.72 0.79 -1.21  0.72
C: -1.38 -7.43 5.00  -0.93
Se: -0.64 -6.24 3.66  0.36
C: 0.45 -7.54 2.69  -0.68
C: -0.49 -8.47 1.95  -0.80
Se: -1.92 -7.33 1.24  0.34
C: -3.45 -8.41 1.72  -0.89
H: -0.57 -7.78 5.63  0.37
H: -1.88 -8.27 4.54  0.25
H: -2.09 -6.85 5.59  0.35
H: 1.10 -8.06 3.39  0.60
H: 1.05 -6.94 2.02  0.23
H: -0.97 -9.19 2.61  0.41
H: -0.01 -9.01 1.14  0.47
H: -3.36 -9.37 1.23  0.35
H: -4.34 -7.90 1.37  0.34
H: -3.49 -8.53 2.80  0.27
C: -1.40 6.06 -0.73  -1.08
C: -2.69 5.30 -0.36  2.42
C: -3.00 5.40 1.14  -1.43
C: -3.87 5.87 -1.18  -1.93
C: -2.54 3.90 -0.73  -0.08
C: -2.44 2.70 -1.05  0.05
H: -1.53 7.10 -0.44  0.51
H: -1.22 6.02 -1.80  0.33
H: -0.53 5.66 -0.20  0.00
H: -3.14 6.45 1.40  0.42
H: -2.17 5.01 1.74  0.25
H: -3.91 4.85 1.39  0.41
H: -3.93 6.93 -0.96  0.49
H: -4.81 5.41 -0.91  0.37
H: -3.70 5.76 -2.26  0.38
O: 1.85 -2.57 3.60  -0.57
C: 2.48 -3.28 2.55  -0.49
N: 1.82 -2.90 1.33  0.07
C: 0.84 -3.63 0.76  0.12
O: 0.50 -4.74 1.12  -0.59
C: 0.16 -2.98 -0.42  0.23
C: -0.06 -3.72 -1.57  -0.25
C: -0.71 -3.13 -2.64  -1.11
C: -1.15 -1.83 -2.51  0.08
N: -0.97 -1.12 -1.38  -0.39
C: -0.31 -1.68 -0.35  -0.39
H: 2.31 -2.74 4.42  0.34
H: 2.38 -4.36 2.66  0.30
H: 3.54 -3.02 2.47  0.42
H: 2.07 -2.01 0.92  -0.01
H: 0.28 -4.75 -1.62  0.59
H: -0.87 -3.65 -3.57  0.47
H: -1.66 -1.32 -3.31  0.48
H: -0.18 -1.06 0.53  0.85
O: -0.11 1.20 -0.11  -0.93
As: 1.21 2.10 -0.73  1.89
C: 2.74 1.00 -0.46  0.40
C: 2.97 0.56 0.85  -0.89
C: 4.10 -0.21 1.11  -0.50
C: 4.98 -0.53 0.08  -0.58
C: 4.74 -0.09 -1.21  -0.86
C: 3.62 0.69 -1.49  -0.24
C: 0.95 2.51 -2.57  0.19
C: 0.90 1.46 -3.49  -0.09
C: 0.64 1.74 -4.82  -0.91
C: 0.45 3.06 -5.23  -0.70
C: 0.51 4.09 -4.31  -0.85
C: 0.76 3.82 -2.97  -0.40
C: 1.34 3.65 0.36  0.07
C: 0.53 3.73 1.49  -0.38
C: 0.66 4.82 2.34  -0.63
C: 1.59 5.81 2.05  -0.57
C: 2.40 5.72 0.93  -0.81
C: 2.29 4.63 0.08  -0.47
H: 2.30 0.83 1.65  0.36
H: 4.31 -0.53 2.12  0.64
H: 5.86 -1.12 0.29  0.47
H: 5.44 -0.32 -2.01  0.46
H: 3.46 1.06 -2.49  0.49
H: 1.06 0.44 -3.17  0.57
H: 0.61 0.94 -5.55  0.48
H: 0.27 3.27 -6.27  0.46
H: 0.37 5.12 -4.64  0.49
H: 0.80 4.63 -2.26  0.43
H: -0.19 2.95 1.70  0.51
H: 0.05 4.89 3.23  0.48
H: 1.70 6.66 2.72  0.46
H: 3.13 6.49 0.72  0.48
H: 2.94 4.55 -0.78  0.46
Cl: -3.54 3.27 -4.22  -0.18
Ge: -3.96 2.51 -2.32  0.68
Cl: -3.72 0.30 -2.39  -0.32
Cl: -5.89 2.86 -1.62  -0.17